Run a
{
  "formula": "C3H6O",
  "method": "the ωB97M-V functional and the def2-TZVPD basis",
  "lumo_energy_ev": 0.89,
  "multiplicity": 1,
  "orbital_gap_ha": 0.3692,
  "e_homo_ev": -9.151,
  "symbols": ["C", "C", "C", "O", "H", "H", "H", "H", "H", "H"],
  "xyz": [[-1.174, 0.480, 0.004], [-0.187, -0.625, 0.131], [1.096, -0.705, -0.068], [1.874, 0.526, 0.156], [-1.409, 0.888, 0.989], [-2.100, 0.116, -0.436], [-0.788, 1.292, -0.612], [-0.447, -1.725, -0.040], [1.755, -1.554, -0.002], [1.380, 1.307, -0.122]]
}

***

Run b
{
  "formula": "C3H6O",
  "method": "the ωB97M-V functional and the def2-TZVPD basis",
  "lumo_energy_ev": 1.14,
  "multiplicity": 1,
  "orbital_gap_ha": 0.3385,
  "e_homo_ev": -8.068,
  "symbols": ["C", "C", "C", "O", "H", "H", "H", "H", "H", "H"],
  "xyz": [[0.126, -0.972, 0.358], [0.578, 0.033, -0.576], [-0.789, 1.383, 0.079], [-1.285, 0.661, 0.913], [0.500, -1.008, 1.379], [1.096, -1.328, -0.404], [-0.710, -1.629, 0.126], [1.519, 0.523, -0.355], [0.301, -0.099, -1.615], [-1.293, 2.402, 0.062]]
}

***

Run c
{
  "formula": "C3H6O",
  "method": "the ωB97M-V functional and the def2-TZVPD basis",
  "lumo_energy_ev": 0.55,
  "multiplicity": 1,
  "orbital_gap_ha": 0.3494,
  "e_homo_ev": -8.957,
  "symbols": ["C", "C", "C", "O", "H", "H", "H", "H", "H", "H"],
  "xyz": [[-1.406, 0.052, 0.254], [0.125, -0.031, 0.551], [1.317, -0.303, -0.410], [0.186, 0.982, 1.212], [-1.741, 1.104, 0.066], [-1.486, -0.483, -0.664], [-1.991, -0.334, 1.093], [1.277, -1.187, -1.048], [1.320, 0.602, -1.044], [2.278, -0.307, 0.119]]
}

***

Run d
{
  "formula": "C3H6O",
  "method": "the ωB97M-V functional and the def2-TZVPD basis",
  "lumo_energy_ev": 0.99,
  "multiplicity": 1,
  "orbital_gap_ha": 0.3862,
  "e_homo_ev": -9.523,
  "symbols": ["C", "C", "C", "O", "H", "H", "H", "H", "H", "H"],
  "xyz": [[1.382, 0.679, -0.547], [0.155, 0.597, 0.070], [-0.496, -0.790, 0.150], [-1.904, -0.458, -0.080], [1.831, 1.757, -0.457], [2.135, -0.110, -0.770], [-0.356, 1.383, 0.607], [-0.369, -1.424, -0.844], [-0.071, -1.206, 1.095], [-2.307, -0.428, 0.776]]
}

***

Which structure is most stable? run a, by 0.336 eV over the runner-up.